1.
One molecule with the formula C2HN3OS2 at a distorted geometry. Source: OMol25; level of theory: the ωB97M-V functional and the def2-TZVPD basis.

Computed properties:
SMILES: S=CSc1nnon1
frontier orbital gap: 8.5579 eV
net charge: 0

Each atom is followed by the atoms it is bonded to, with distances in Å.
Positions of all 9 atoms, in Å:
1 S 3.66 -0.12 -0.09  C2 1.586
2 C 2.08 -0.16 0.03  S1 1.586, S3 1.830, H9 1.213
3 S 0.93 1.26 -0.06  C2 1.830, C4 1.748
4 C -0.59 0.41 -0.12  S3 1.748, N5 1.375, N8 1.343
5 N -0.95 -0.91 -0.17  C4 1.375, N6 1.330
6 N -2.27 -0.92 -0.03  N5 1.330, O7 1.300
7 O -2.69 0.31 -0.04  N6 1.300, N8 1.386
8 N -1.65 1.23 -0.04  C4 1.343, O7 1.386
9 H 1.48 -1.10 0.52  C2 1.213

2.
A 8-piece molecular cluster, C6H29O8 overall at a distorted geometry. Source: OMol25; level of theory: the ωB97M-V functional and the def2-TZVPD basis.

Computed properties:
frontier orbital gap: 9.6553 eV
net charge: +1

Each atom is followed by the atoms it is bonded to, with distances in Å.
Positions of all 43 atoms, in Å:
1 O 1.38 -0.26 0.28  H2 0.960, H3 0.960, H4 0.960
2 H 1.76 0.47 0.78  O1 0.960
3 H 1.19 -0.03 -0.63  O1 0.960
4 H 2.06 -0.95 0.28  O1 0.960
5 O 1.18 -1.33 3.12  H6 0.957, H7 0.957
6 H 1.02 -2.24 2.90  O5 0.957
7 H 0.31 -0.94 3.17  O5 0.957
8 O 2.72 -2.52 0.27  H9 0.957, H10 0.957
9 H 3.62 -2.40 0.58  O8 0.957
10 H 2.57 -3.46 0.32  O8 0.957
11 O 3.84 -0.20 2.38  H12 0.957, H13 0.957
12 H 4.79 -0.16 2.45  O11 0.957
13 H 3.54 -0.36 3.28  O11 0.957
14 O 2.28 1.74 1.54  H15 0.957, H16 0.957
15 H 2.96 1.30 2.05  O14 0.957
16 H 2.57 2.65 1.50  O14 0.957
17 O 1.87 -0.16 -2.31  H18 0.957, H19 0.957
18 H 2.65 -0.21 -2.86  O17 0.957
19 H 1.16 -0.49 -2.86  O17 0.957
20 C -2.34 2.75 -1.51  C21 1.528, H24 1.090, H25 1.090, H26 1.090
21 C -1.00 2.95 -0.80  C20 1.528, C22 1.523, O23 1.377, H27 1.090
22 C -1.07 3.40 0.65  C21 1.523, H28 1.090, H29 1.090, H30 1.090
23 O -0.42 1.70 -0.83  C21 1.377, H31 0.960
24 H -2.99 2.00 -1.05  C20 1.090
25 H -2.16 2.46 -2.54  C20 1.090
26 H -2.76 3.75 -1.60  C20 1.090
27 H -0.38 3.64 -1.38  C21 1.090
28 H -1.27 4.47 0.71  C22 1.090
29 H -0.06 3.30 1.05  C22 1.090
30 H -1.62 2.77 1.35  C22 1.090
31 H -1.12 1.08 -0.62  O23 0.960
32 C -1.74 -3.01 0.13  C33 1.549, H36 1.090, H37 1.090, H38 1.090
33 C -1.74 -1.85 -0.89  C32 1.549, C34 1.478, O35 1.399, H39 1.090
34 C -2.82 -1.77 -1.90  C33 1.478, H40 1.090, H41 1.090, H42 1.090
35 O -1.80 -0.69 -0.12  C33 1.399, H43 0.960
36 H -0.74 -3.03 0.56  C32 1.090
37 H -1.89 -3.97 -0.37  C32 1.090
38 H -2.52 -2.87 0.87  C32 1.090
39 H -0.82 -1.88 -1.48  C33 1.090
40 H -2.92 -0.80 -2.38  C34 1.090
41 H -3.82 -1.85 -1.47  C34 1.090
42 H -2.76 -2.44 -2.76  C34 1.090
43 H -2.72 -0.58 0.14  O35 0.960